1.
Computed, not measured: a 2-piece molecular cluster, C9H14O2 overall at a distorted geometry, with ωB97M-V/def2-TZVPD.

Properties
SMILES string	CCc1ccc(O)cc1.CO
HOMO-LUMO gap	0.347	Ha
HOMO energy	-8.7	eV
total charge	0

```
25
Properties=species:S:1:pos:R:3:lowdin_charge:R:1
C 0.726 -2.486 0.505 -0.0960
C 0.368 -1.659 1.770 -0.2028
C 0.202 -0.183 1.456 -0.2614
C 1.332 0.515 1.066 -0.0377
C 1.196 1.846 0.667 -0.0219
C -0.021 2.469 0.794 -0.3215
O -0.179 3.771 0.348 0.0346
C -1.164 1.726 1.041 -0.0112
C -1.069 0.386 1.433 -0.0286
H -0.192 -2.454 -0.083 0.0640
H 1.043 -3.523 0.612 0.0664
H 1.608 -2.069 0.017 0.0630
H -0.617 -2.050 2.051 0.1028
H 1.126 -1.774 2.537 0.1048
H 2.261 -0.021 0.920 0.1147
H 2.062 2.411 0.351 0.1146
H 0.622 4.266 0.505 0.0917
H -2.177 2.115 1.078 0.1165
H -1.951 -0.050 1.869 0.1105
C -1.003 -0.855 -3.081 -0.1479
O -0.256 0.168 -3.759 -0.1205
H -1.153 -1.726 -3.717 0.0709
H -2.059 -0.529 -3.217 0.0825
H -0.650 -1.093 -2.084 0.0599
H -0.056 0.799 -3.079 0.0526
```

=====

2.
Computed, not measured: C32H28BN6O4Pd as an isolated structure at a distorted geometry, with ωB97M-V/def2-TZVPD.

Properties
HOMO-LUMO gap (spin up / spin down)	0.234 / 0.234	Ha
HOMO energy (spin up / spin down)	-11.1 / -11.1	eV
total charge	+1

```
72
Properties=species:S:1:pos:R:3:lowdin_charge:R:1
Pd 0.426 -0.311 -0.131 1.0260
C -3.778 2.743 -1.011 0.0003
C -2.826 2.052 -0.097 -0.2341
C -2.787 2.025 1.286 0.0593
C -1.690 1.227 1.639 -0.1810
N -1.117 0.810 0.513 0.0035
N -1.803 1.308 -0.545 0.0403
B -1.307 0.948 -1.946 -0.4641
N 0.168 1.499 -2.035 0.0189
N 0.895 1.661 -0.890 0.0182
C 2.000 2.347 -1.199 -0.2196
C 1.956 2.676 -2.559 0.0504
C 0.778 2.133 -3.052 -0.2489
C 0.233 2.208 -4.437 0.0006
C 3.050 2.622 -0.204 -0.1770
C 4.256 3.190 -0.605 -0.0223
C 5.287 3.368 0.305 -0.0654
C 5.117 2.995 1.630 -0.0732
C 3.903 2.461 2.046 -0.0693
C 2.877 2.274 1.136 -0.0541
N -1.376 -0.625 -2.035 0.0190
N -1.303 -1.366 -0.890 0.0181
C -1.614 -2.629 -1.199 -0.2193
C -1.943 -2.689 -2.558 0.0505
C -1.791 -1.400 -3.052 -0.2488
C -2.032 -0.906 -4.436 0.0007
C -1.550 -3.713 -0.204 -0.1770
C -1.717 -5.036 -0.604 -0.0221
C -1.564 -6.071 0.307 -0.0653
C -1.261 -5.793 1.631 -0.0732
C -1.129 -4.473 2.046 -0.0693
C -1.270 -3.441 1.135 -0.0543
C -1.188 0.864 2.976 -0.1532
C -0.067 0.051 3.144 -0.0575
C 0.385 -0.275 4.411 -0.0714
C -0.277 0.206 5.531 -0.0700
C -1.392 1.016 5.376 -0.0586
C -1.844 1.342 4.108 -0.0177
H -4.522 3.284 -0.432 0.0890
H -4.289 2.024 -1.651 0.0922
H -3.253 3.451 -1.652 0.0922
H -3.473 2.524 1.947 0.1177
H -1.968 1.428 -2.815 0.1195
H 2.673 3.254 -3.116 0.1155
H 0.920 2.765 -5.068 0.0902
H -0.738 2.704 -4.452 0.0906
H 0.104 1.214 -4.862 0.0690
H 4.401 3.475 -1.638 0.1095
H 6.230 3.784 -0.025 0.1096
H 5.926 3.120 2.337 0.1082
H 3.764 2.182 3.083 0.1075
H 1.937 1.841 1.457 0.0919
H -2.271 -3.550 -3.115 0.1155
H -2.350 -1.732 -5.067 0.0902
H -1.128 -0.475 -4.862 0.0689
H -2.804 -0.136 -4.451 0.0907
H -1.944 -5.263 -1.637 0.1095
H -1.668 -7.096 -0.023 0.1096
H -1.128 -6.601 2.338 0.1082
H -0.906 -4.254 3.082 0.1075
H -1.149 -2.413 1.456 0.0920
H 0.462 -0.334 2.279 0.0664
H 1.256 -0.907 4.530 0.1071
H 0.077 -0.049 6.521 0.1101
H -1.913 1.394 6.246 0.1123
H -2.714 1.973 3.994 0.1108
O 4.721 -1.663 0.118 0.2902
C 3.679 -1.178 0.016 -0.3952
O 2.853 -0.351 -0.098 0.1347
C 2.256 -3.135 0.014 -0.3954
O 3.037 -3.977 0.117 0.2910
O 1.215 -2.603 -0.101 0.1342
```

=====

3.
Computed, not measured: a 2-piece molecular cluster, C9H14 overall at a distorted geometry, with ωB97M-V/def2-TZVPD.

Properties
SMILES string	Cc1ccccc1.CC
HOMO-LUMO gap	0.361	Ha
HOMO energy	-8.8	eV
total charge	0

```
23
Properties=species:S:1:pos:R:3:lowdin_charge:R:1
C 1.185 -0.764 2.728 -0.0675
C -0.047 -0.718 1.968 -0.2973
C -0.533 -1.883 1.354 -0.0741
C -1.403 -1.819 0.331 -0.0988
C -1.693 -0.600 -0.355 -0.0693
C -1.261 0.554 0.289 -0.1160
C -0.500 0.513 1.499 -0.0350
H 1.805 0.157 2.657 0.0979
H 1.816 -1.595 2.493 0.0761
H 0.837 -0.796 3.746 0.0808
H -0.378 -2.912 1.809 0.1385
H -1.799 -2.698 -0.148 0.0975
H -2.455 -0.537 -1.072 0.0842
H -1.690 1.587 0.242 0.1190
H -0.333 1.431 1.917 0.0783
C 1.384 0.740 -2.457 -0.1483
C 0.168 1.717 -2.439 -0.1492
H 1.242 -0.110 -3.148 0.0655
H 2.353 1.249 -2.591 0.0590
H 1.522 0.410 -1.423 0.0466
H -0.306 1.730 -3.373 0.0359
H 0.617 2.709 -2.418 0.0592
H -0.531 1.634 -1.609 0.0171
```

=====

4.
Computed, not measured: C7H5I3NO2 as an isolated structure at a distorted geometry, with ωB97M-V/def2-TZVPD.

Properties
<S²>	2.017
multiplicity	3
HOMO-LUMO gap (spin up / spin down)	0.153 / 0.240	Ha
HOMO energy (spin up / spin down)	-1.6 / -5.3	eV
total charge	-1

```
18
Properties=species:S:1:pos:R:3:lowdin_charge:R:1
C 0.096 -0.405 -0.720 -0.1718
C 1.196 -0.347 0.213 -0.1667
C -1.068 0.231 -0.559 -0.3500
C -1.882 -2.435 -0.660 -0.5615
C 1.265 0.559 1.212 -0.1327
C 0.445 1.747 1.397 -0.3676
C 0.074 2.693 0.522 -1.2870
N -2.050 0.870 -0.543 0.1042
O -1.740 -2.473 -1.782 0.1965
O -2.026 -2.596 0.451 0.2138
I -5.019 -0.278 -0.655 0.0074
I -1.400 4.117 1.039 0.6482
I 0.696 2.694 -1.480 0.8171
H 0.108 -1.102 -1.561 0.1103
H 1.929 -1.057 0.036 0.0594
H 1.842 0.451 2.007 0.0469
H 0.327 1.806 2.481 0.0859
H -3.356 0.558 -0.413 -0.2524
```

=====

5.
Computed, not measured: a 2-piece molecular cluster, C4H5BrO3 overall at a distorted geometry, with ωB97M-V/def2-TZVPD.

Properties
<S²>	2.013
multiplicity	3
HOMO-LUMO gap (spin up / spin down)	0.161 / 0.230	Ha
HOMO energy (spin up / spin down)	-4.8 / -9.4	eV
total charge	0

```
13
Properties=species:S:1:pos:R:3:lowdin_charge:R:1
C -1.478 -0.615 0.001 -0.4062
C -0.146 1.804 -0.335 -0.0244
C -0.217 -1.118 0.550 -0.2210
C 0.841 -0.120 0.057 -0.6263
O -1.864 0.488 -0.211 -0.0171
O -0.110 2.003 -1.506 0.1334
O 1.447 -0.562 -1.069 -0.0100
Br 2.317 0.400 1.455 0.5165
H -2.151 -1.500 -0.268 0.1271
H -0.430 2.392 0.557 0.1516
H 0.032 -2.199 0.400 0.1352
H -0.305 -1.092 1.756 0.1260
H 2.063 0.121 -1.387 0.1152
```

=====

6.
Computed, not measured: an isolated ion of composition C19H29 and charge +1 at a distorted geometry, with ωB97M-V/def2-TZVPD.

Properties
HOMO-LUMO gap	0.218	Ha
HOMO energy	-11.5	eV
total charge	+1

```
48
Properties=species:S:1:pos:R:3:lowdin_charge:R:1
C -1.997 -0.871 2.387 -0.2020
C -1.815 0.597 2.773 -0.1960
C -0.947 1.400 1.798 -0.1660
C 0.567 1.195 2.072 -0.1077
C 1.159 -0.117 1.808 -0.0387
C 2.613 -0.278 2.112 -0.0844
C 0.357 -1.258 1.364 -0.0968
C -0.717 -1.700 2.408 -0.1407
H -2.698 -1.323 3.100 0.1223
H -2.469 -0.939 1.396 0.1252
H -2.806 1.069 2.833 0.1219
H -1.376 0.661 3.782 0.1224
H -1.177 1.158 0.751 0.1233
H -1.159 2.467 1.944 0.1224
H 1.141 1.955 1.504 0.1636
H 0.764 1.440 3.134 0.1636
H 2.785 -1.303 2.495 0.1427
H 2.842 0.411 2.948 0.1431
H -0.120 -1.038 0.385 0.1645
H 1.029 -2.114 1.171 0.1350
H -0.260 -1.650 3.409 0.1291
H -0.966 -2.756 2.236 0.1296
C 4.914 0.619 1.514 -0.0431
C 3.602 0.011 0.971 -0.2817
C 3.797 -1.188 0.033 -0.1282
C 3.286 -1.169 -1.284 -0.2124
C 2.820 0.113 -1.928 -0.0415
C 3.251 -2.351 -2.026 -0.0026
C 3.778 -3.543 -1.525 -0.2622
C 3.673 -4.819 -2.299 -0.0454
C 4.457 -3.492 -0.313 -0.0008
C 4.506 -2.328 0.454 -0.2098
C 5.361 -2.346 1.690 -0.0389
H 4.811 1.714 1.595 0.0913
H 5.163 0.244 2.516 0.0823
H 5.732 0.427 0.819 0.0954
H 3.141 0.812 0.376 0.1126
H 2.465 -0.082 -2.945 0.0834
H 1.990 0.584 -1.384 0.0688
H 3.641 0.845 -2.006 0.0995
H 2.810 -2.334 -3.024 0.1247
H 4.170 -5.632 -1.763 0.0794
H 2.629 -5.108 -2.472 0.0884
H 4.151 -4.715 -3.280 0.0909
H 4.984 -4.372 0.054 0.1209
H 5.723 -3.365 1.867 0.0855
H 6.253 -1.712 1.574 0.0921
H 4.837 -2.029 2.601 0.0751
```

=====

What energy relative to the best compared isomer or geometry (same formula, charge and spin) values result from the calculations? In sequence: 1.867 1.161 1.728 1.728 0.818 0.000 eV.